Entry 1:
Density functional theory data (ωB97M-V with the def2-TZVPD basis set) for a structure of composition C5H8N2.

Element x y z (Å)
C (-1.849, 1.076, 1.588)
C (2.057, 0.803, -0.094)
C (0.737, 0.773, -0.540)
C (0.690, -0.617, -0.782)
N (-0.130, -1.286, -1.641)
C (1.797, -1.227, -0.062)
N (2.474, -0.284, 0.572)
H (-1.852, 1.925, 0.898)
H (-2.365, 0.229, 1.128)
H (-2.357, 1.357, 2.513)
H (0.188, 1.528, -1.085)
H (0.260, -2.023, -2.208)
H (-0.870, -0.763, -2.085)
H (2.036, -2.285, -0.002)
H (-0.815, 0.795, 1.800)

Summary:
energy	-304.67942	Ha
relative energy (zero: lowest compared OMol25 entry of this formula, charge and spin)	97.94	kcal per mole

Entry 2:
Density functional theory data (ωB97M-V with the def2-TZVPD basis set) for a structure of composition C4F24O12P2PdS4.

Element x y z (Å)
Pd (-15.749, 12.533, 18.621)
C (-18.113, 8.557, 20.335)
F (-19.335, 9.093, 20.290)
F (-18.080, 7.589, 21.287)
F (-17.876, 8.009, 19.131)
S (-16.793, 9.966, 20.789)
O (-15.581, 9.276, 21.323)
O (-16.518, 10.648, 19.492)
O (-17.401, 10.744, 21.840)
C (-12.603, 9.378, 17.900)
F (-11.624, 8.520, 18.267)
F (-12.176, 9.999, 16.737)
F (-13.789, 8.751, 17.786)
S (-12.773, 10.657, 19.272)
O (-12.950, 9.968, 20.590)
O (-11.465, 11.404, 19.287)
O (-13.946, 11.433, 18.827)
C (-15.044, 13.899, 23.306)
F (-13.990, 14.354, 23.975)
F (-15.810, 13.200, 24.147)
F (-15.661, 14.907, 22.764)
S (-14.317, 12.642, 21.879)
O (-12.989, 13.040, 21.392)
O (-14.365, 11.289, 22.554)
O (-15.329, 12.636, 20.777)
C (-14.274, 16.805, 19.835)
F (-15.379, 16.454, 20.529)
F (-14.382, 18.138, 19.577)
F (-13.255, 16.646, 20.665)
S (-14.201, 15.753, 18.227)
O (-15.024, 16.471, 17.235)
O (-12.844, 15.557, 17.782)
O (-14.844, 14.408, 18.576)
P (-15.251, 12.469, 15.635)
F (-15.711, 11.362, 16.729)
F (-14.310, 11.406, 14.784)
F (-16.558, 12.091, 14.821)
F (-14.912, 13.679, 14.541)
F (-16.009, 13.546, 16.554)
F (-13.879, 12.708, 16.449)
P (-18.928, 13.179, 18.612)
F (-20.309, 12.710, 17.864)
F (-18.679, 14.418, 17.550)
F (-19.850, 13.998, 19.681)
F (-17.483, 13.427, 19.341)
F (-19.095, 11.868, 19.628)
F (-18.195, 12.089, 17.635)

Summary:
net charge	-4
<S²>	2.00
spin multiplicity	3
energy	-5855.67968	Ha
relative energy (zero: lowest compared OMol25 entry of this formula, charge and spin)	111.73	kcal per mole

Entry 3:
Density functional theory data (ωB97M-V with the def2-TZVPD basis set) for a cluster of 3 separate species, C10H14N4O7P2 in total.

Element x y z (Å)
O (5.030, 1.885, 0.026)
P (5.335, 2.298, 1.412)
O (6.299, 3.572, 1.395)
O (6.097, 1.151, 2.210)
P (3.472, 2.787, 2.471)
C (2.361, 3.082, 1.058)
C (2.715, 4.058, 0.164)
C (1.902, 4.320, -0.958)
C (0.759, 3.599, -1.143)
C (0.362, 2.593, -0.239)
N (-0.785, 1.892, -0.493)
C (-1.041, 0.970, 0.390)
C (-0.249, 0.717, 1.530)
N (0.843, 1.374, 1.792)
C (1.175, 2.330, 0.874)
H (6.054, 4.137, 0.655)
H (6.663, 0.716, 1.554)
H (3.063, 1.594, 3.082)
H (3.624, 4.624, 0.293)
H (2.204, 5.085, -1.654)
H (0.138, 3.776, -2.009)
H (-1.921, 0.366, 0.241)
H (-0.560, -0.056, 2.217)
C (-1.352, -2.455, -2.101)
N (-1.922, -2.604, -0.734)
O (-2.835, -3.387, -0.578)
O (-1.428, -1.922, 0.138)
H (-1.887, -3.118, -2.770)
H (-1.476, -1.416, -2.392)
H (-0.300, -2.718, -2.044)
C (-5.822, -5.007, -0.495)
N (-6.343, -6.369, -0.799)
O (-7.253, -6.462, -1.596)
O (-5.815, -7.296, -0.224)
H (-6.385, -4.287, -1.077)
H (-5.952, -4.839, 0.569)
H (-4.771, -4.990, -0.763)

Summary:
energy	-1817.76171	Ha

Entry 4:
Density functional theory data (ωB97M-V with the def2-TZVPD basis set) for a structure of composition C54H45BrN4OP2Rh.

Element x y z (Å)
Rh (-0.066, 0.270, 0.150)
Br (-8.612, 1.457, 0.642)
C (-7.648, 0.202, 1.683)
C (-8.092, -1.113, 1.773)
C (-7.397, -2.020, 2.544)
C (-6.212, -1.637, 3.199)
C (-5.792, -0.289, 3.110)
C (-6.512, 0.619, 2.366)
N (-5.490, -2.587, 3.848)
N (-4.353, -2.389, 4.386)
C (-3.191, -2.056, 3.852)
C (-2.146, -1.619, 4.709)
C (-1.069, -0.920, 4.228)
C (-0.927, -0.643, 2.851)
O (0.015, 0.115, 2.377)
C (-1.845, -1.261, 1.955)
N (-1.608, -1.088, 0.628)
C (-2.426, -1.649, -0.248)
C (-3.472, -2.481, 0.125)
C (-3.736, -2.665, 1.469)
C (-2.949, -2.016, 2.419)
H (-8.980, -1.419, 1.238)
H (-7.745, -3.039, 2.643)
H (-4.906, 0.026, 3.645)
H (-6.197, 1.653, 2.321)
H (-2.264, -1.783, 5.771)
H (-0.321, -0.530, 4.905)
H (-2.256, -1.425, -1.293)
H (-4.079, -2.960, -0.629)
H (-4.544, -3.314, 1.775)
C (1.276, 2.887, 2.498)
C (2.343, 3.470, 1.621)
C (3.263, 4.350, 2.189)
C (4.229, 4.984, 1.430)
C (4.252, 4.789, 0.058)
C (3.334, 3.939, -0.530)
C (2.407, 3.232, 0.241)
P (1.147, 2.180, -0.596)
C (1.684, 2.126, -2.350)
C (0.737, 2.507, -3.304)
C (1.034, 2.491, -4.655)
C (2.304, 2.122, -5.067)
C (3.243, 1.725, -4.130)
C (2.948, 1.681, -2.771)
C (3.986, 1.166, -1.811)
C (-0.207, 3.410, -0.604)
C (-0.009, 4.783, -0.685)
C (-1.077, 5.643, -0.486)
C (-2.329, 5.134, -0.167)
C (-2.533, 3.765, -0.110)
C (-1.483, 2.889, -0.376)
C (-1.697, 1.431, -0.503)
H (1.612, 2.837, 3.533)
H (0.970, 1.891, 2.188)
H (0.387, 3.524, 2.471)
H (3.201, 4.548, 3.252)
H (4.944, 5.645, 1.901)
H (4.978, 5.304, -0.557)
H (3.321, 3.848, -1.608)
H (-0.243, 2.837, -2.983)
H (0.283, 2.780, -5.378)
H (2.561, 2.140, -6.118)
H (4.232, 1.429, -4.463)
H (4.706, 0.530, -2.327)
H (3.525, 0.589, -1.011)
H (4.554, 1.977, -1.357)
H (0.978, 5.179, -0.887)
H (-0.928, 6.712, -0.559)
H (-3.153, 5.805, 0.033)
H (-3.516, 3.370, 0.116)
H (-1.657, 1.125, -1.560)
H (-2.645, 1.120, -0.068)
N (2.853, -0.346, 1.530)
C (3.574, -1.296, 0.807)
C (4.785, -1.804, 1.272)
C (5.466, -2.768, 0.553)
C (4.961, -3.231, -0.653)
C (3.748, -2.757, -1.118)
C (3.035, -1.810, -0.386)
P (1.251, -1.546, -0.722)
C (0.732, -3.163, -0.041)
C (0.675, -4.332, -0.795)
C (0.350, -5.530, -0.178)
C (0.094, -5.574, 1.185)
C (0.201, -4.419, 1.947)
C (0.531, -3.221, 1.337)
C (1.004, -1.723, -2.512)
C (1.948, -1.301, -3.443)
C (1.677, -1.394, -4.800)
C (0.462, -1.896, -5.237)
C (-0.490, -2.312, -4.316)
C (-0.221, -2.223, -2.961)
H (3.178, -0.189, 2.473)
H (2.697, 0.532, 1.059)
H (5.186, -1.435, 2.209)
H (6.400, -3.160, 0.933)
H (5.497, -3.985, -1.212)
H (3.337, -3.148, -2.040)
H (0.895, -4.317, -1.854)
H (0.306, -6.438, -0.765)
H (-0.164, -6.514, 1.655)
H (0.039, -4.453, 3.016)
H (0.658, -2.322, 1.927)
H (2.899, -0.916, -3.106)
H (2.424, -1.078, -5.516)
H (0.259, -1.978, -6.297)
H (-1.438, -2.709, -4.653)
H (-0.948, -2.579, -2.245)

Summary:
net charge	+1
<S²>	6.12
spin multiplicity	5
energy	-5746.04926	Ha
relative energy (zero: lowest compared OMol25 entry of this formula, charge and spin)	14.19	kcal per mole

Entry 5:
Density functional theory data (ωB97M-V with the def2-TZVPD basis set) for a structure of composition C14H13MoN3O6.

Element x y z (Å)
C (-0.999, 0.575, -3.994)
C (0.370, 0.586, -4.429)
C (1.050, 1.659, -3.753)
C (0.119, 2.331, -2.927)
C (-1.153, 1.698, -3.090)
Mo (0.300, 0.305, -2.167)
N (-0.856, -2.126, -2.516)
C (-0.938, -3.529, -2.840)
C (0.502, -2.993, -2.565)
H (2.063, 1.893, -3.914)
H (0.744, -0.247, -5.038)
H (0.320, 3.275, -2.425)
H (-2.107, 1.878, -2.639)
H (-1.755, -0.254, -4.250)
H (1.126, -2.640, -3.495)
H (-1.212, -3.606, -3.953)
H (-1.602, -1.925, -1.864)
H (0.895, -3.034, -1.506)
H (-1.336, -4.345, -2.186)
O (0.186, -0.658, -0.051)
C (0.807, 0.317, 0.512)
O (1.596, 1.162, -0.004)
C (0.492, 0.444, 1.973)
C (0.031, 1.669, 2.447)
C (-0.223, 1.805, 3.823)
C (-0.004, 0.725, 4.699)
C (0.445, -0.507, 4.185)
C (0.648, -0.668, 2.794)
N (0.747, -1.607, 5.068)
O (0.619, -1.425, 6.299)
O (1.130, -2.685, 4.548)
N (-0.738, 3.064, 4.316)
O (-0.968, 3.970, 3.479)
O (-0.932, 3.181, 5.549)
H (-0.122, 2.513, 1.777)
H (-0.184, 0.834, 5.768)
H (0.938, -1.634, 2.372)

Summary:
<S²>	2.01
spin multiplicity	3
energy	-1224.83678	Ha

Entry 6:
Density functional theory data (ωB97M-V with the def2-TZVPD basis set) for the molecule C3H3F.

Element x y z (Å)
C (1.155, 0.440, 0.224)
C (-0.169, 0.622, -0.081)
C (-1.170, -0.232, -0.015)
F (-2.422, 0.166, 0.054)
H (1.509, -0.452, -0.088)
H (-0.429, 1.733, -0.356)
H (-1.133, -1.359, 0.352)

Summary:
energy	-215.78556	Ha
relative energy (zero: lowest compared OMol25 entry of this formula, charge and spin)	60.73	kcal per mole